C5H11N | ωB97M-V with the def2-TZVPD basis set

```
! wB97M-V def2-TZVPD RIJCOSX def2/J DEFGRID3
* xyz 0 1
C 2.2521 -0.6989 0.6948
C 1.7999 0.7521 0.5619
C 0.7122 1.1285 -0.3828
N -0.3538 0.3991 0.2317
C -1.3527 -0.0732 -0.7264
C -2.4147 -0.9169 -0.0257
H 1.5620 -1.4626 0.3535
H 1.5086 -0.1224 1.4831
H 3.2731 -0.8420 0.3648
H 2.2557 1.5992 1.0646
H 0.9947 0.8546 -1.4101
H 0.6088 2.2327 -0.3624
H -1.0076 -0.6171 -1.6094
H -1.7089 0.9846 -0.7821
H -3.2641 -0.2914 0.2854
H -1.9895 -1.2580 0.9230
H -2.8759 -1.6682 -0.6639
*
```

Results
maximum force	3.73	eV/Å
energy above the lowest of the compared OMol25 structures with the same formula, charge and spin	751.67	kJ/mol
E_LUMO	-0.938	eV
E_tot	-251.57624	Ha
HOMO level	-6.617	eV
orbital gap	5.68	eV